This record from the OMol25 dataset describes a cluster of 11 separate species, C6H32O12 in total at a distorted geometry. The level of theory is wB97M-V/def2-TZVPD.

Values from the calculation:
- Gap between HOMO and LUMO: 0.3822 hartree
- Spin multiplicity: 1
- Calculated total energy: -31311.710 eV
- SMILES: CC(C)CCC(=O)O.O.O.O.O.O.O.O.O.O.O
- LUMO level: -0.14 eV
- HOMO energy: -10.537 eV
- Molecular weight: 296.3 g mol⁻¹

Last column: natural (NBO) charge in e.
Cartesian coordinates (Å):
1 C 2.17883 0.73460 1.88482  -0.606
2 C 0.96489 -0.14311 1.40908  -0.221
3 C 1.07198 -1.53465 1.99718  -0.621
4 C 0.89211 -0.13480 -0.15817  -0.417
5 C -0.55635 0.02021 -0.61040  -0.530
6 C -1.04984 1.40108 -0.27108  0.840
7 O -1.76226 1.68159 0.67364  -0.677
8 O -0.39882 2.37031 -0.88188  -0.722
9 H 3.08679 0.20209 1.59888  0.189
10 H 2.04586 1.61140 1.25391  0.206
11 H 2.05901 1.16519 2.86988  0.225
12 H 0.09590 0.31444 1.88186  0.201
13 H 0.19600 -2.13419 1.71782  0.204
14 H 1.06387 -1.70981 3.08225  0.216
15 H 2.02824 -2.03458 1.80095  0.200
16 H 1.52667 0.69365 -0.39486  0.232
17 H 1.52488 -0.93375 -0.53112  0.215
18 H -0.57295 -0.23819 -1.67280  0.234
19 H -1.16152 -0.73543 -0.12111  0.229
20 H 0.34507 2.25702 -1.55297  0.534
21 O -2.41461 -3.85566 -0.17865  -0.998
22 H -3.16898 -3.26585 -0.40067  0.512
23 H -2.13954 -3.64368 0.74606  0.496
24 O -2.64117 0.42335 3.02934  -1.024
25 H -2.34374 1.00830 2.28603  0.526
26 H -2.53542 0.71784 3.94926  0.499
27 O 3.64670 0.63994 -0.85133  -0.959
28 H 4.45778 0.54560 -0.31898  0.480
29 H 3.64203 -0.18200 -1.35507  0.494
30 O 3.64228 3.12598 -1.72777  -0.976
31 H 2.79423 3.09326 -1.19539  0.483
32 H 4.21725 2.38564 -1.45105  0.494
33 O 2.23352 -0.76096 -2.99888  -0.980
34 H 1.63840 -1.53798 -2.97456  0.514
35 H 2.77968 -0.78291 -3.77570  0.494
36 O -3.05722 -2.08055 1.84502  -0.987
37 H -3.83428 -2.12538 2.40611  0.488
38 H -2.63612 -1.17354 2.03032  0.525
39 O 0.22317 3.44528 2.23720  -0.951
40 H 0.05866 3.85492 1.33793  0.478
41 H -0.55423 2.84599 2.29596  0.474
42 O -0.34830 -4.47434 -1.90498  -0.995
43 H -0.61407 -5.47186 -1.83562  0.468
44 H -0.96450 -4.04592 -1.25360  0.503
45 O -4.30566 -1.66246 -0.41214  -1.002
46 H -4.00705 -1.64921 0.51612  0.493
47 H -4.27748 -0.82091 -0.84968  0.480
48 O 1.43197 1.88570 -2.64044  -0.987
49 H 2.17103 2.41161 -2.93832  0.511
50 H 1.78144 0.96154 -2.53584  0.516